No. 1
34
Properties=species:S:1:pos:R:3:forces:R:3 method="wB97M-V/def2-TZVPD" e_above_lowest_kcal_mol=23.4 energy_ha=-3594.42912
Kr 0.0527 -0.7510 0.1852 0.12 0.12 0.04
O 3.5326 -0.4470 -0.2390 -0.10 0.23 -0.17
H 3.2050 -0.3538 0.6556 -0.20 -0.09 0.25
H 4.0568 0.3402 -0.3859 0.33 0.27 -0.07
O 2.8205 2.1903 1.6921 -0.09 -0.02 -0.31
H 2.9819 1.2703 1.9016 -0.09 -0.13 0.32
H 3.4751 2.6703 2.1994 0.17 0.19 0.16
O -2.6415 2.6521 -0.4546 -0.59 -0.15 0.36
H -1.7294 2.5762 -0.7348 0.88 0.45 -0.11
H -2.9810 3.4021 -0.9430 -0.12 0.10 -0.13
O 3.1842 -3.1561 -0.6323 -0.28 -0.58 0.06
H 3.9826 -3.2538 -1.1511 0.16 -0.03 -0.08
H 3.0892 -2.2110 -0.5138 0.12 0.22 -0.11
O 0.9021 -0.6140 4.0638 0.20 -0.01 -0.12
H 0.2478 -1.2772 4.2833 -0.08 -0.26 0.06
H 0.4616 0.2204 4.2253 -0.05 0.30 0.02
O -3.1608 -0.0026 -0.9578 0.01 -0.86 -0.40
H -2.8408 0.8974 -0.8960 -0.22 0.62 0.06
H -3.3841 -0.2402 -0.0579 0.01 -0.04 0.27
O 1.7872 1.1893 -2.1340 -0.05 0.31 -0.32
H 2.2673 0.6336 -1.5200 0.09 -0.32 0.44
H 1.6936 0.6523 -2.9209 -0.12 -0.15 -0.26
O 0.0213 3.1240 -1.1961 -0.50 0.32 0.29
H 0.4080 2.3625 -1.6283 0.61 -0.57 -0.17
H 0.1827 3.8498 -1.7989 0.01 0.21 -0.09
O -3.1697 -0.8706 2.0564 0.05 -0.13 -0.19
H -3.9558 -1.2556 2.4436 -0.36 -0.11 0.07
H -2.6393 -0.6023 2.8066 0.22 0.20 0.11
O -2.1443 -3.0573 0.3036 -0.10 -0.44 -0.28
H -2.4487 -2.4022 0.9316 -0.15 0.44 0.22
H -1.3713 -3.4436 0.7154 0.20 -0.16 0.02
O -2.1484 -1.0694 -3.6090 0.14 0.12 -0.39
H -2.0797 -1.2419 -2.6700 -0.28 0.14 0.59
H -1.6578 -1.7811 -4.0202 0.08 -0.18 -0.14

***

No. 2
46
Properties=species:S:1:pos:R:3:forces:R:3 method="wB97M-V/def2-TZVPD" total_charge=-4 e_above_lowest_kcal_mol=226.0 energy_ha=-2746.40730
N -0.8428 -0.1449 0.9593 0.24 0.47 -0.73
H -0.1998 -0.7615 1.4350 0.65 -0.16 0.47
H -1.4467 0.3809 1.5749 -0.56 -0.41 0.39
H -1.3076 -0.6895 0.2470 -0.93 -0.58 -0.20
H -0.3554 0.5658 0.4325 1.03 0.34 -0.22
N -1.4475 1.4155 -5.4242 0.19 0.97 0.08
H -1.9857 2.2404 -5.6476 -0.71 0.12 -0.27
H -0.8595 1.2107 -6.2195 0.35 -0.45 -0.16
H -2.0193 0.6379 -5.1270 -0.38 -0.70 0.18
H -0.8791 1.7505 -4.6594 0.91 -0.22 0.82
S -3.7124 -3.8694 -2.6531 -4.00 0.89 1.85
O -3.7293 -2.5851 -3.3724 0.28 1.63 -1.14
O -5.0828 -4.2952 -2.3038 -2.61 0.16 -0.53
O -3.1726 -4.9147 -3.4188 3.06 -3.17 -3.25
O -3.1200 -3.7238 -1.3557 3.23 1.09 2.94
S 2.6956 4.2571 -2.2354 -1.26 1.76 0.78
O 3.1548 5.0802 -1.1318 1.56 0.94 1.95
O 3.7873 3.6288 -2.9382 1.28 -0.89 -1.30
O 1.7248 3.3031 -1.7252 -1.69 -3.01 0.97
O 1.8886 5.1718 -3.0556 -0.82 1.27 -2.73
S 4.6546 -2.5791 2.1481 -1.07 -0.15 -2.58
O 5.0828 -3.6906 2.9624 0.99 -2.07 1.92
O 4.3521 -3.0507 0.7725 -0.51 -0.64 -0.81
O 3.4035 -2.0306 2.7121 -1.18 1.12 1.05
O 5.7044 -1.5887 2.0063 1.39 1.76 0.76
O -1.8434 5.1429 -0.0363 -0.64 -0.04 0.12
H -1.5806 5.8578 0.5434 0.18 0.09 0.05
H -1.0242 4.8343 -0.4234 0.66 -0.15 -0.32
O 1.7023 -3.1465 6.8112 -0.35 0.01 0.56
H 1.8133 -2.7878 5.9307 0.20 0.05 -0.54
H 2.5797 -3.4315 7.0665 0.23 -0.05 -0.18
O 1.9218 -1.5826 -2.6937 -0.40 0.01 -0.39
H 2.5005 -2.0865 -2.1214 0.28 -0.18 0.38
H 2.0668 -0.6713 -2.4394 0.26 0.31 0.14
O -3.6724 1.5524 4.0677 0.10 -0.07 -0.14
H -3.4765 2.3949 4.4775 0.15 0.23 0.04
H -4.4638 1.2478 4.5117 -0.18 -0.18 0.03
O 0.7213 -5.6910 0.0875 -0.05 -0.41 0.08
H 1.5318 -5.2501 -0.1673 0.37 0.24 0.12
H 0.0459 -5.0177 0.0059 -0.32 0.13 -0.18
O -5.1439 2.4651 -1.4904 -0.15 -0.03 0.11
H -4.3269 2.9614 -1.5388 0.31 0.17 0.13
H -5.6358 2.7365 -2.2654 -0.13 -0.04 -0.17
O 3.1830 1.9349 5.1443 -0.25 0.45 0.31
H 3.2464 1.1687 4.5741 0.15 -0.40 -0.46
H 3.5670 1.6495 5.9733 0.12 -0.16 0.06

***

no.,gap between HOMO and LUMO (eV),E_HOMO (eV)
1,9.976,-10.126
2,1.728,3.212